Entry 1:
DFT (ωB97M-V with the def2-TZVPD basis set) results for a molecular structure, C3H3Li2O3Pm in a non-equilibrium geometry.

Summary:
**E_HOMO (alpha / beta)**: -15.0 / -15.2 eV
**Total charge**: +2
**Multiplicity**: 5
**LUMO energy (alpha / beta)**: -8.6159 / -8.1659 eV
**Orbital gap (alpha / beta)**: 6.38 / 7.03 eV

Geometry (Å):
Pm: 1.968 1.272 0.261
O: -2.003 0.268 -0.344
O: 1.074 -0.180 1.689
O: -0.042 -0.696 -0.947
C: -0.778 0.070 -0.054
C: 1.017 0.108 -1.600
C: -0.257 0.058 1.521
Li: -3.360 0.284 0.802
Li: 0.835 -1.965 0.878
H: -0.679 0.723 2.291
H: 1.690 -0.617 -2.082
H: 0.536 0.675 -2.414

Entry 2:
DFT (ωB97M-V with the def2-TZVPD basis set) results for 5 unconnected molecules or ions with the total composition CH13N3O4 in a non-equilibrium geometry.

Summary:
**E_HOMO**: -9.5 eV
**SMILES string**: N=C(N)N.O.O.O.O
**LUMO energy**: 0.4844 eV
**Orbital gap**: 10.02 eV

Geometry (Å):
O: -0.643 -2.332 -1.639
O: 1.040 -0.543 -3.211
O: 1.569 -0.111 3.649
O: 1.865 -0.698 -0.317
N: -1.426 1.471 -1.017
N: -1.631 1.960 1.210
N: -0.878 -0.159 0.520
C: -1.206 1.050 0.285
H: 1.335 0.156 -2.603
H: 2.522 -0.247 3.543
H: -1.509 1.809 2.195
H: -1.207 2.426 -1.242
H: 2.034 -1.634 -0.410
H: 1.127 -1.348 -2.688
H: -1.040 -1.490 -1.875
H: 0.921 -0.478 -0.292
H: 1.133 -0.946 3.858
H: -0.685 -2.402 -0.683
H: -0.968 0.923 -1.743
H: -1.820 2.929 1.010
H: -0.534 -0.336 1.453

Entry 3:
DFT (ωB97M-V with the def2-TZVPD basis set) results for 3 unconnected molecules or ions with the total composition C4H9N2OS in a non-equilibrium geometry.

Summary:
**E_HOMO**: -3.9 eV
**Total charge**: -1
**LUMO energy**: -0.9388 eV
**Orbital gap**: 2.95 eV

Geometry (Å):
S: -4.409 -0.131 0.065
O: 4.387 -0.142 0.619
N: 3.093 0.048 -1.376
N: -1.770 0.204 -1.047
C: 1.338 0.104 1.291
C: -1.000 0.097 0.179
C: 0.516 0.027 -0.006
C: 3.878 -0.088 -0.490
H: 1.762 -0.874 1.525
H: 0.802 0.855 -0.662
H: 0.816 -0.842 -0.587
H: -1.360 -0.744 0.799
H: -2.765 0.378 -0.844
H: 0.722 0.384 2.159
H: -1.236 0.966 0.805
H: 2.145 0.815 1.174
H: -1.761 -0.627 -1.632

Quick rundown of ΔE to the lowest compared entry with this formula, charge and spin, same order as above: 0.0; 52.6; 431.5 kJ/mol